Arrangement A

Here is a cluster of 2 separate species, C3H9NO2S in total from OMol25. Energies are from wB97M-V/def2-TZVPD.

Summary:
SMILES = O=CNCCS.O
frontier orbital gap = 9.87 eV
HOMO = -9.098 eV

Structure (ORCA input):
```
! wB97M-V def2-TZVPD RIJCOSX def2/J DEFGRID3
* xyz 0 1
O -1.83 0.43 -1.37
C -1.47 -0.13 -0.34
N -1.03 0.61 0.76
C -0.22 -0.04 1.75
C 1.31 -0.23 1.45
S 1.60 -1.30 -0.01
H -1.60 -1.20 -0.36
H -0.78 1.64 0.70
H -0.85 -0.98 1.89
H -0.17 0.41 2.73
H 1.88 -0.63 2.28
H 1.71 0.83 1.31
H 1.19 -0.41 -0.86
H 0.42 0.57 -4.02
H -0.51 0.35 -2.82
O 0.35 0.11 -3.10
*
```

=====

Arrangement B

Here is a cluster of 2 separate species, C3H9NO2S in total from OMol25. Energies are from wB97M-V/def2-TZVPD.

Summary:
frontier orbital gap (spin up / spin down) = 8.10 / 7.62 eV
HOMO (spin up / spin down) = -7.435 / -6.952 eV

Structure (ORCA input):
```
! wB97M-V def2-TZVPD RIJCOSX def2/J DEFGRID3
* xyz 0 1
C -0.67 -1.48 -1.01
C -0.20 1.67 0.39
C -0.80 -1.00 0.37
N 1.71 1.00 -0.51
O -2.16 -1.03 0.79
O 1.09 1.61 0.62
S 0.48 -1.31 1.54
H -1.29 -0.82 -1.63
H -0.99 -2.48 -1.08
H 0.39 -1.38 -1.32
H -0.27 1.93 -0.72
H -0.85 2.32 1.05
H 2.54 0.44 -0.32
H 1.73 1.78 -1.22
H -2.20 -0.76 1.69
H 1.49 -0.49 1.38
*
```

=====

The structure with the least stability is arrangement B.

=====

Arrangement A

Here is a cluster of 2 separate species, C5H13N in total from OMol25. Energies are from wB97M-V/def2-TZVPD.

Summary:
frontier orbital gap (spin up / spin down) = 4.61 / 5.95 eV
HOMO (spin up / spin down) = -0.201 / -1.709 eV

Structure (ORCA input):
```
! wB97M-V def2-TZVPD RIJCOSX def2/J DEFGRID3
* xyz -1 2
C 0.44 0.89 0.08
C -0.38 0.29 1.12
C -0.19 -1.01 1.80
C -0.77 0.14 -0.68
C -2.43 0.19 -0.48
N 3.11 -0.23 -1.39
H 2.56 0.36 -0.74
H 0.67 1.88 -0.13
H -1.35 0.77 1.58
H 0.71 -1.47 1.27
H 0.11 -0.71 2.82
H -1.07 -1.68 1.99
H -0.39 -0.87 -0.91
H -0.72 0.65 -1.86
H -2.54 -0.61 0.30
H -2.71 1.16 -0.26
H -2.90 -0.21 -1.38
H 2.62 -1.01 -1.73
H 3.26 0.33 -2.24
*
```

=====

Arrangement B

Here is a cluster of 2 separate species, C5H13N in total from OMol25. Energies are from wB97M-V/def2-TZVPD.

Summary:
frontier orbital gap (spin up / spin down) = 2.87 / 8.76 eV
HOMO (spin up / spin down) = 1.433 / -4.712 eV

Structure (ORCA input):
```
! wB97M-V def2-TZVPD RIJCOSX def2/J DEFGRID3
* xyz -1 2
C -1.74 -1.24 -0.37
C -0.73 -1.39 0.77
C -0.97 -0.37 1.88
H -2.06 -0.21 -0.49
H -1.29 -1.57 -1.32
H -2.65 -1.84 -0.26
H -0.68 -2.42 1.13
H 0.25 -1.17 0.34
H -0.42 -0.56 2.80
H -2.03 -0.34 2.16
H -0.68 0.64 1.57
C 1.81 1.71 0.06
C 1.19 1.59 -1.11
N 1.78 1.03 -2.24
H 2.75 1.18 0.18
H 1.35 2.14 0.94
H 0.14 1.74 -1.30
H 2.76 0.82 -2.09
H 1.25 0.26 -2.65
*
```

=====

The structure with the least stability is arrangement A.

=====

Arrangement A

Here is a cluster of 2 separate species, C5H13N in total from OMol25. Energies are from wB97M-V/def2-TZVPD.

Summary:
frontier orbital gap (spin up / spin down) = 2.67 / 8.92 eV
HOMO (spin up / spin down) = 1.353 / -4.863 eV

Structure (ORCA input):
```
! wB97M-V def2-TZVPD RIJCOSX def2/J DEFGRID3
* xyz -1 2
C -3.70 0.95 -0.72
C -3.61 0.05 0.47
C -2.69 -0.94 0.51
H -2.96 0.56 -1.44
H -4.69 1.08 -1.18
H -3.22 1.94 -0.53
H -4.27 0.29 1.29
H -2.34 -1.27 1.48
H -2.07 -0.99 -0.38
C 2.93 0.68 0.96
N 2.35 -0.54 0.32
C 3.25 -1.01 -0.75
H 2.98 1.45 0.19
H 2.24 0.93 1.76
H 3.87 0.33 1.35
H 1.39 -0.43 0.00
H 3.19 -0.30 -1.62
H 3.09 -1.91 -1.35
H 4.26 -0.86 -0.37
*
```

=====

Arrangement B

Here is the ion C5H13N with charge -1 from OMol25. Energies are from wB97M-V/def2-TZVPD.

Summary:
frontier orbital gap (spin up / spin down) = 2.69 / 9.15 eV
HOMO (spin up / spin down) = 1.532 / -4.842 eV

Structure (ORCA input):
```
! wB97M-V def2-TZVPD RIJCOSX def2/J DEFGRID3
* xyz -1 2
C 1.62 -0.51 -0.21
C 2.06 0.91 0.13
C 0.17 -0.63 -0.71
N -0.76 0.23 0.02
C -0.92 -0.20 1.41
C -2.07 0.20 -0.65
H 2.30 -0.93 -0.96
H 1.80 -1.16 0.65
H 3.07 0.91 0.54
H 1.40 1.36 0.86
H 2.01 1.55 -0.76
H 0.15 -0.28 -1.73
H -0.14 -1.67 -0.60
H -1.29 0.63 2.02
H -1.64 -1.03 1.51
H 0.01 -0.56 1.81
H -2.78 0.72 -0.04
H -2.39 -0.83 -0.83
H -2.01 0.79 -1.56
*
```

=====

The structure with the least stability is arrangement A.

=====

Arrangement A

Here is the molecule C9H7N3 from OMol25. Energies are from wB97M-V/def2-TZVPD.

Summary:
SMILES = c1cncc(-c2cncnc2)c1
frontier orbital gap = 9.20 eV
HOMO = -9.273 eV

Structure (ORCA input):
```
! wB97M-V def2-TZVPD RIJCOSX def2/J DEFGRID3
* xyz 0 1
C -2.63 -1.11 -0.62
C -3.47 -0.18 0.09
C -1.58 1.23 0.40
C -0.73 0.13 -0.12
C -1.28 -0.99 -0.54
C 0.72 0.10 0.19
C 1.47 1.16 -0.36
C 3.31 -0.12 -0.21
C 1.44 -0.99 0.73
H -2.81 -2.14 -1.02
H -4.57 -0.26 0.11
H -1.09 2.09 0.81
H -0.52 -1.62 -0.69
H 0.90 2.18 -0.59
H 4.46 -0.14 -0.40
H 0.85 -1.79 1.42
N -2.89 0.99 0.45
N 2.82 1.12 -0.49
N 2.82 -1.22 0.47
*
```

=====

Arrangement B

Here is the molecule C9H7N3 from OMol25. Energies are from wB97M-V/def2-TZVPD.

Summary:
frontier orbital gap = 7.14 eV
HOMO = -7.232 eV

Structure (ORCA input):
```
! wB97M-V def2-TZVPD RIJCOSX def2/J DEFGRID3
* xyz 0 1
C -3.26 0.17 0.42
C -2.32 1.26 0.43
C -2.67 -0.90 -0.16
C -1.15 0.73 0.02
C 2.38 -0.47 1.20
C 3.14 -0.53 0.17
C 0.80 -1.34 -0.67
C 1.41 1.07 -0.57
C 1.63 -0.20 -0.10
N -0.45 -1.44 -0.78
N 1.51 2.25 -0.84
N -1.37 -0.53 -0.38
H -4.27 0.19 0.78
H -2.37 2.25 0.81
H -3.16 -1.98 -0.29
H 2.46 -0.30 2.29
H 3.99 -0.94 -0.38
H 1.46 -2.24 -0.97
H 2.23 2.94 -0.98
*
```

=====

The structure with the least stability is arrangement B.

=====

Arrangement A

Here is a structure of composition C3H9IN3 from OMol25. Energies are from wB97M-V/def2-TZVPD.

Summary:
frontier orbital gap = 7.87 eV
HOMO = -13.575 eV

Structure (ORCA input):
```
! wB97M-V def2-TZVPD RIJCOSX def2/J DEFGRID3
* xyz 1 1
C 1.45 0.22 -1.28
C -0.92 -0.91 -0.35
C 0.24 0.70 -0.62
N -1.33 -0.17 1.80
N -1.76 -0.47 0.65
N 0.37 1.19 0.65
I -1.09 1.74 -1.90
H 2.10 1.11 -1.58
H 2.02 -0.16 -0.47
H 1.28 -0.24 -2.23
H -0.27 -1.67 0.06
H -1.23 -1.11 -1.37
H -1.96 0.39 2.33
H 0.35 0.45 1.34
H -2.76 -0.40 0.39
H -0.21 1.99 0.95
*
```

=====

Arrangement B

Here is a cluster of 2 separate species, C3H9IN3 in total from OMol25. Energies are from wB97M-V/def2-TZVPD.

Summary:
frontier orbital gap (spin up / spin down) = 7.37 / 4.53 eV
HOMO (spin up / spin down) = -12.262 / -11.302 eV

Structure (ORCA input):
```
! wB97M-V def2-TZVPD RIJCOSX def2/J DEFGRID3
* xyz 1 1
C -0.66 -0.42 -0.68
C 1.74 -1.10 -0.59
C 0.34 -1.27 -0.27
N -0.96 2.53 0.13
N -2.18 2.78 -0.17
N 0.07 -2.13 0.73
I -2.71 -0.43 0.01
H -0.51 0.34 -1.46
H 1.72 -0.80 -1.70
H 2.17 -2.00 -0.49
H 2.16 -0.39 -0.01
H -2.38 2.85 -1.17
H -2.86 3.28 0.46
H 0.57 -2.83 1.10
H -0.82 2.77 1.22
H -0.95 -2.32 0.72
*
```

=====

Arrangement C

Here is the ion C3H9IN3 with charge +1 from OMol25. Energies are from wB97M-V/def2-TZVPD.

Summary:
SMILES = C[C@](N)(I)/C=[NH+]/N
frontier orbital gap = 8.76 eV
HOMO = -13.406 eV

Structure (ORCA input):
```
! wB97M-V def2-TZVPD RIJCOSX def2/J DEFGRID3
* xyz 1 1
C 0.13 0.68 0.53
C 0.52 -1.76 0.77
C 0.91 -0.56 -0.14
N -0.82 1.23 -0.17
N -1.65 2.16 0.27
N 0.32 -0.77 -1.48
I 3.00 0.00 0.02
H 0.47 1.20 1.42
H 1.02 -2.64 0.49
H -0.45 -2.06 0.60
H 0.52 -1.46 1.75
H -1.39 2.56 1.09
H -2.26 2.63 -0.50
H -1.44 0.68 -0.83
H 0.69 -0.18 -2.11
H 0.44 -1.71 -1.70
*
```

=====

The structure with the least stability is arrangement B.